1.
29
Properties=species:S:1:pos:R:3 method="wB97M-V/def2-TZVPD" e_homo_ev=-9.2673 gap_ev=9.7 relative_energy_kj_mol=115.7 lumo_energy_ev=0.412 smiles="Cc1ccc(S(=O)(=O)NCc2cccnc2)s1" total_charge=0 total_energy_ha=-1482.71428
C -0.436 0.518 4.243
C 0.244 -0.116 3.084
C 1.487 0.149 2.590
C 1.823 -0.647 1.474
C 0.829 -1.511 1.140
S -0.538 -1.374 2.170
S 0.780 -2.636 -0.219
O 2.094 -2.684 -0.788
O 0.129 -3.840 0.195
N -0.266 -1.844 -1.244
H -1.071 -2.396 -1.486
C 0.276 -1.003 -2.289
C -0.364 0.359 -2.282
C -0.519 1.074 -1.099
C -1.117 2.321 -1.136
C -1.538 2.813 -2.363
N -1.393 2.146 -3.494
C -0.825 0.955 -3.452
H -0.732 0.449 -4.405
H -2.013 3.781 -2.449
H -1.252 2.898 -0.234
H -0.175 0.649 -0.168
H 0.168 -1.465 -3.277
H 1.347 -0.916 -2.076
H 2.753 -0.600 0.937
H 2.145 0.890 3.008
H 0.185 1.311 4.652
H -0.626 -0.218 5.023
H -1.395 0.937 3.943

=====

2.
27
Properties=species:S:1:pos:R:3 method="wB97M-V/def2-TZVPD" spin_multiplicity=3 e_homo_ev="-1.2675 / -4.1614" gap_ev="4.0 / 5.3" relative_energy_kj_mol=110.3 lumo_energy_ev="2.764 / 1.107" total_charge=-1 total_energy_ha=-996.41684
C 0.258 -0.468 -2.883
C -0.772 -1.442 -3.064
C -0.665 -2.385 -1.992
C 0.623 -2.214 -1.390
C 1.165 -0.970 -1.859
Pt -0.425 2.282 -0.128
P -0.481 3.979 -1.336
H 0.357 0.502 -3.381
H -1.553 -1.439 -3.828
H -1.408 -3.161 -1.759
H 2.077 -0.491 -1.467
H 1.082 -2.897 -0.682
H -1.576 4.827 -1.016
H -0.532 4.005 -2.772
H 0.654 4.766 -0.980
N 3.078 -0.889 4.269
C 2.166 -0.697 3.561
C 0.974 -0.480 2.759
C -0.266 -0.967 3.197
C -1.401 -0.820 2.414
C -1.319 -0.044 1.255
N -0.163 0.593 1.010
C 1.012 0.266 1.575
H -0.313 -1.467 4.169
H -2.367 -1.242 2.665
H -2.128 0.208 0.560
H 1.921 0.647 1.104

=====

3.
27
Properties=species:S:1:pos:R:3 method="wB97M-V/def2-TZVPD" e_homo_ev=-7.2401 gap_ev=6.9 relative_energy_kj_mol=78.5 lumo_energy_ev=-0.305 total_charge=0 total_energy_ha=-645.24006
C 1.264 0.980 -0.335
C 1.535 1.485 1.109
C 1.559 2.875 1.381
N 1.509 4.038 1.544
C 1.823 0.673 2.246
N 1.961 0.053 3.229
C 1.629 -0.474 -0.459
C 1.018 -1.404 0.386
C 1.253 -2.780 0.216
C 2.173 -3.248 -0.740
C 2.911 -2.292 -1.454
C 2.645 -0.924 -1.313
H 1.950 1.557 -0.952
H 0.305 -1.118 1.167
H 0.691 -3.536 0.786
H 2.391 -4.335 -0.870
H 3.652 -2.613 -2.185
H 3.187 -0.188 -1.884
C -2.192 0.827 -1.966
N -0.721 1.155 -2.009
N -0.129 1.434 -0.712
H -2.491 0.358 -2.923
H -2.388 0.111 -1.161
H -2.911 1.670 -1.812
H -0.672 1.950 -2.646
H -0.790 0.942 -0.051
H -0.280 2.518 -0.562

=====

4.
37
Properties=species:S:1:pos:R:3 method="wB97M-V/def2-TZVPD" e_homo_ev=-8.5304 gap_ev=5.7 lumo_energy_ev=-2.846 total_charge=0 total_energy_ha=-1315.41069
O -3.640 2.307 2.498
N -2.519 2.037 2.969
O -2.380 1.573 4.123
C -1.291 2.253 2.203
C -0.066 1.912 2.783
C 1.157 2.160 2.109
N 2.418 1.816 2.733
O 2.437 1.168 3.798
O 3.462 2.200 2.151
C 1.184 2.725 0.817
C -0.024 3.036 0.219
N -0.307 3.543 -1.059
O 0.387 3.864 -2.012
O -1.708 3.657 -1.115
N -2.299 3.208 0.072
C -1.266 2.832 0.861
H -0.042 1.455 3.767
H 2.097 2.957 0.283
N 3.759 -3.643 1.856
N 3.346 -2.913 1.069
N 2.832 -2.022 0.383
C 3.042 -2.197 -1.048
C 2.371 -0.993 -1.750
C 2.459 -1.159 -3.289
C 2.681 0.267 -3.812
C 3.291 1.043 -2.624
N 2.980 0.254 -1.472
H 4.116 -2.204 -1.345
H 2.536 -3.100 -1.458
H 1.300 -1.019 -1.415
H 3.312 -1.810 -3.534
H 1.539 -1.630 -3.645
H 3.308 0.289 -4.706
H 1.707 0.709 -4.044
H 4.381 1.091 -2.790
H 2.918 2.072 -2.546
H 2.973 0.662 -0.519

=====

5.
26
Properties=species:S:1:pos:R:3 method="wB97M-V/def2-TZVPD" e_homo_ev=-4.3284 gap_ev=7.5 relative_energy_kj_mol=122.5 lumo_energy_ev=3.126 total_charge=-1 total_energy_ha=-631.65109
C -1.589 -1.404 -1.029
C 1.639 0.430 -1.066
C 0.837 -0.660 -1.546
C -0.369 -0.566 -0.731
C -0.183 0.321 0.285
C 2.894 0.717 -1.588
C 3.215 0.064 -2.750
C 2.360 -0.842 -3.409
C 1.124 -1.098 -2.831
N 1.061 0.929 0.066
H 3.631 1.316 -1.078
H 4.229 0.134 -3.217
H 1.395 1.754 0.530
H 2.595 -1.375 -4.292
H -0.950 0.649 1.015
H 0.453 -1.822 -3.314
H -2.368 -0.768 -1.474
H -1.967 -1.933 -0.168
H -1.385 -1.966 -1.974
C -2.063 -0.785 3.058
C -2.361 0.731 3.286
O -3.212 0.931 4.180
O -1.752 1.556 2.564
H -1.014 -0.965 2.868
H -2.533 -1.052 2.091
H -2.534 -1.281 3.900

=====

6.
26
Properties=species:S:1:pos:R:3 method="wB97M-V/def2-TZVPD" spin_multiplicity=3 e_homo_ev="-9.8487 / -12.6452" gap_ev="7.2 / 5.3" relative_energy_kj_mol=53.7 lumo_energy_ev="-2.691 / -7.318" total_charge=+1 total_energy_ha=-631.16497
C -3.646 0.248 0.622
C -3.521 -0.945 -0.082
C -2.590 1.170 0.578
C -2.382 -1.170 -0.782
C -1.411 0.939 -0.015
C -1.287 -0.312 -0.643
C -0.367 1.838 -0.214
C 0.990 1.818 -0.342
C 2.675 -1.204 0.762
C 3.744 -0.383 -0.086
C 1.860 0.702 -0.152
N 1.547 -0.409 0.519
O -0.083 -0.782 -1.081
O 3.171 0.919 -0.280
H -4.523 0.469 1.244
H -4.214 -1.666 -0.109
H -2.714 2.117 1.191
H -2.391 -2.213 -1.315
H -0.799 2.941 -0.371
H 1.542 2.813 -0.525
H 2.495 -2.267 0.353
H 2.970 -1.207 1.860
H 4.573 -0.240 0.580
H 4.036 -0.910 -0.946
H -0.250 -1.541 -1.551
H 0.576 -0.726 0.785

=====

7.
31
Properties=species:S:1:pos:R:3 method="wB97M-V/def2-TZVPD" e_homo_ev=-19.9053 gap_ev=5.0 relative_energy_kj_mol=0.0 lumo_energy_ev=-14.919 total_charge=+3 total_energy_ha=-1145.55803
O -4.037 -0.342 -6.619
C -3.302 -0.382 -5.744
Sn -0.838 -0.529 -2.658
O -4.318 0.983 -2.751
C -3.280 0.517 -2.835
C 1.400 -1.194 -2.379
O 2.415 -1.739 -2.419
C 0.022 1.839 -3.356
O 0.474 2.871 -3.540
C -1.785 -2.632 -1.957
O -2.224 -3.643 -1.639
H -0.883 -0.896 -4.343
O -0.844 0.373 -0.378
C -0.042 0.541 0.594
C -0.555 0.963 1.950
C -0.332 -0.076 3.048
C 1.080 -0.031 3.642
C 2.163 -0.396 2.639
C 2.287 0.584 1.463
N 1.276 0.360 0.429
H -0.066 1.909 2.225
H -1.627 1.163 1.851
H -1.057 0.120 3.848
H -0.540 -1.086 2.662
H 1.279 0.965 4.060
H 1.131 -0.731 4.484
H 3.132 -0.408 3.151
H 2.002 -1.413 2.257
H 2.194 1.616 1.841
H 3.281 0.481 1.002
H 1.595 0.213 -0.528

=====

8.
26
Properties=species:S:1:pos:R:3 method="wB97M-V/def2-TZVPD" e_homo_ev=-8.7017 gap_ev=9.2 relative_energy_kj_mol=615.2 lumo_energy_ev=0.470 smiles="Cc1ccccc1C[C@@H]1COC(=O)O1" total_charge=0 total_energy_ha=-651.86235
C -0.805 -0.827 -2.782
C -1.053 -1.254 -1.249
C -2.279 -2.144 -0.809
C -2.530 -2.528 0.694
C -1.570 -2.088 1.846
C -0.346 -1.214 1.420
C -0.109 -0.802 -0.084
C 1.191 0.146 -0.317
C 0.955 1.426 0.671
C 1.229 2.900 0.083
O 1.844 3.487 1.276
C 2.667 2.417 1.750
O 3.886 2.342 1.959
O 1.713 1.328 1.926
H -1.527 0.024 -3.083
H -0.953 -1.769 -3.431
H 0.283 -0.482 -2.940
H -2.999 -2.512 -1.611
H -3.447 -3.146 0.959
H -1.715 -2.338 2.947
H 0.358 -0.849 2.236
H 1.296 0.475 -1.411
H 2.148 -0.424 -0.036
H -0.192 1.428 0.819
H 0.175 3.373 0.075
H 1.779 3.031 -0.907

=====

no.,M (u)
1,268.36
2,398.28
3,200.25
4,352.27
5,190.22
6,190.22
7,372.93
8,192.21